<one>
Formula: C3H9N
Source: OMol25
Level of theory: ωB97M-V with the def2-TZVPD basis set

Results
E_HOMO ... -0.385 Ha
Structure (SMILES) ... C=N.CC
LUMO energy ... 1.05 eV

```
! RIJCOSX wB97M-V def2-TZVPD def2/J DEFGRID3
* xyz 0 1
C -0.02856 -1.21607 -2.73308
C 1.17988 -1.26564 -1.76371
H -1.02411 -1.20066 -2.28552
H -0.01613 -0.33676 -3.38392
H 0.00831 -2.07289 -3.40335
H 2.03217 -1.40504 -2.41665
H 0.97286 -2.10082 -1.10478
H 1.25220 -0.33624 -1.20970
C -1.17508 2.25312 3.65710
N 0.05239 1.93732 3.52301
H -1.41605 3.29793 3.49590
H -1.92806 1.49382 3.84201
H 0.09018 0.95193 3.78268
*
```

<two>
Formula: C3H9N
Source: OMol25
Level of theory: ωB97M-V with the def2-TZVPD basis set

Results
E_HOMO ... -0.354 Ha
Structure (SMILES) ... CC(C)N
LUMO energy ... 1.15 eV

```
! RIJCOSX wB97M-V def2-TZVPD def2/J DEFGRID3
* xyz 0 1
C -1.21105 -0.75659 0.04636
C -0.00769 0.14139 -0.30712
C 1.41154 -0.42051 0.05114
H -2.12410 -0.31425 -0.44297
H -1.34525 -0.57641 1.18668
H -1.11818 -1.76971 -0.17562
H 0.10768 0.26336 -1.39256
H 2.21866 0.16793 -0.37470
H 1.62461 -1.38181 -0.37545
H 1.58139 -0.44202 1.12656
H -0.19687 1.53810 1.03935
H -0.87705 1.96868 -0.41317
N -0.06369 1.58184 0.03149
*
```

Name the most stable of them. <two>.